No. 1
2 unconnected molecules or ions with the total composition C9H14S. Source: the OMol25 dataset; level of theory: the ωB97M-V functional and the def2-TZVPD basis.

Cartesian coordinates (Å):
C1 1.78765 3.46847 0.24874
C2 1.35255 2.28330 -0.58169
C3 2.23623 1.65328 -1.43473
C4 1.85500 0.51968 -2.15665
C5 0.56667 0.05028 -2.02709
C6 -0.31842 0.66218 -1.15268
C7 0.04958 1.79564 -0.44567
H1 1.22933 4.35494 -0.03897
H2 2.79320 3.75997 0.00720
H3 1.59322 3.30870 1.29662
H4 3.25780 1.98887 -1.55236
H5 2.61037 0.09867 -2.81086
H6 0.23644 -0.82439 -2.58183
H7 -1.38153 0.44602 -1.20345
H8 -0.57134 2.27727 0.29366
C8 -1.45962 -3.92274 0.69482
S1 -2.89803 -3.35395 1.63713
C9 -2.41436 -1.81468 2.51896
H9 -0.55886 -3.30784 0.76050
H10 -1.29953 -4.96391 0.95402
H11 -1.72547 -3.84936 -0.35994
H12 -2.94615 -1.80863 3.45530
H13 -2.66504 -0.99126 1.85430
H14 -1.32968 -1.83049 2.62470

Properties
- SMILES: Cc1ccccc1.CSC
- Total charge: 0
- F_max: 1.730 eV Å⁻¹
- Spin multiplicity: 1
- Energy relative to the best compared isomer or geometry (same formula, charge and spin): 0.520 eV


No. 2
2 unconnected molecules or ions with the total composition C4H7NO. Source: the OMol25 dataset; level of theory: the ωB97M-V functional and the def2-TZVPD basis.

Cartesian coordinates (Å):
C1 -1.39549 -1.15918 -0.38818
C2 0.35696 0.31454 0.40156
C3 1.69123 0.14901 -0.28165
O1 0.54643 0.43290 1.75227
C4 -0.62780 1.16882 -0.18635
N1 -1.62464 1.48426 -0.70417
H1 -1.84714 -2.15420 -0.53226
H2 -1.88625 -0.60760 0.38795
H3 -1.07364 -0.72529 -1.31473
H4 2.36190 0.99267 -0.05594
H5 1.57748 0.07687 -1.36423
H6 2.16696 -0.75498 0.10248
H7 -0.24597 0.78217 2.18324

Properties
- Total charge: 0
- F_max: 1.306 eV Å⁻¹
- Spin multiplicity: 1
- Energy relative to the best compared isomer or geometry (same formula, charge and spin): 4.856 eV


No. 3
A gas-phase ion, C3H6NOS (charge -1). Source: the OMol25 dataset; level of theory: the ωB97M-V functional and the def2-TZVPD basis.

Cartesian coordinates (Å):
N1 1.03254 0.96621 0.98760
C1 0.47421 1.10826 -0.23653
O1 0.59107 2.20612 -0.79143
C2 -0.35750 -0.01596 -0.85972
C3 -0.93422 -1.09961 -0.01625
S1 0.54264 -2.13523 0.61528
H1 1.50879 1.66693 1.52041
H2 0.89029 0.09544 1.49752
H3 -1.12628 0.42120 -1.52983
H4 0.49170 -0.45893 -1.44730
H5 -1.55386 -1.79354 -0.61696
H6 -1.55938 -0.96089 0.87721

Properties
- SMILES: NC(=O)CC[S-]
- Total charge: -1
- F_max: 3.033 eV Å⁻¹
- Spin multiplicity: 1
- Energy relative to the best compared isomer or geometry (same formula, charge and spin): 0.641 eV


No. 4
2 unconnected molecules or ions with the total composition C9H16NO3P. Source: the OMol25 dataset; level of theory: the ωB97M-V functional and the def2-TZVPD basis.

Cartesian coordinates (Å):
C1 -1.19020 1.59361 1.31985
C2 -0.38896 -0.10668 -1.08690
C3 1.44537 -0.93919 1.92809
C4 2.52785 -1.15904 -2.42181
C5 -3.28788 2.34229 0.22641
C6 -1.17562 1.08252 -1.37924
C7 2.71467 -1.25014 1.14701
C8 1.85191 -0.96733 -1.06823
C9 -2.26741 1.26960 0.47594
N1 -0.31450 1.82301 2.02633
O1 -0.88135 -1.17123 -0.75806
O2 0.91629 0.11513 -1.21145
O3 2.80298 -0.61808 -0.12213
P1 -2.90547 -0.46563 0.62177
H1 1.49533 -1.42077 2.90089
H2 1.33467 0.13315 2.06694
H3 0.56776 -1.31405 1.40443
H4 1.79488 -1.44605 -3.17064
H5 3.28610 -1.93096 -2.33573
H6 2.99960 -0.22430 -2.71036
H7 -4.00033 2.02284 -0.53178
H8 -3.83680 2.53235 1.15109
H9 -2.81707 3.27368 -0.08260
H10 -2.03886 0.92357 -2.00495
H11 -0.63598 2.00483 -1.51139
H12 2.81687 -2.33794 1.01556
H13 3.59049 -0.87566 1.68090
H14 1.29314 -1.86901 -0.77497
H15 -3.75285 -0.09675 1.68900
H16 -1.94461 -0.92379 1.51604

Properties
- Total charge: 0
- F_max: 3.847 eV Å⁻¹
- Spin multiplicity: 1
- Energy relative to the best compared isomer or geometry (same formula, charge and spin): 2.546 eV


No. 5
A molecular structure, C42H47Ge2HfN6O5. Source: the OMol25 dataset; level of theory: the ωB97M-V functional and the def2-TZVPD basis.

Cartesian coordinates (Å):
Hf1 0.54925 -0.36514 -0.33031
N1 3.16185 -3.28855 1.96266
C1 2.64206 -2.52949 1.01644
N2 1.41600 -2.06923 1.04949
C2 0.57714 -2.43807 2.10700
N3 -0.68381 -2.20666 2.01214
N4 -0.94887 -1.65565 0.75496
C3 -2.01929 -2.03401 0.17467
C4 -2.18296 -1.65385 -1.22688
C5 -3.32554 -1.93078 -1.94288
C6 -3.35219 -1.62292 -3.30312
C7 -2.23639 -1.04946 -3.87631
C8 -1.13412 -0.77113 -3.07883
N5 -1.09619 -1.06765 -1.77979
C9 1.15085 -3.12430 3.25517
C10 0.42864 -3.38486 4.42102
C11 1.02352 -4.07963 5.45259
C12 2.33876 -4.53208 5.32865
C13 3.06564 -4.28561 4.18038
C14 2.46346 -3.57572 3.15173
H1 4.09609 -3.65327 1.84257
H2 3.26380 -2.28644 0.16477
H3 -2.72736 -2.68306 0.67729
H4 -4.17162 -2.39039 -1.44979
H5 -4.23214 -1.83063 -3.89654
H6 -2.20763 -0.79465 -4.92595
H7 -0.25835 -0.29402 -3.50142
H8 -0.59304 -3.03798 4.49340
H9 0.46934 -4.28205 6.35835
H10 2.79644 -5.08318 6.13883
H11 4.08526 -4.63799 4.08258
C15 1.34354 2.22978 1.63396
C16 2.41048 2.73642 0.62940
O1 2.44108 4.12894 0.62773
O2 1.54599 1.33175 -1.36172
H12 0.64229 3.00801 1.86932
H13 1.84314 1.94576 2.55939
H14 0.75824 1.35752 1.33299
C17 2.48799 2.31046 -0.88054
N6 3.70990 2.23539 1.17357
C18 4.72430 3.12618 1.75007
C19 3.79976 0.91169 1.19566
C20 5.04608 0.30062 1.76558
O3 2.86830 0.17559 0.75940
H15 2.37944 3.20305 -1.48582
H16 2.05894 0.68308 -1.89356
H17 3.47915 1.90727 -1.06842
H18 4.39045 4.14772 1.61479
H19 5.67963 2.99903 1.24431
H20 4.85059 2.93466 2.81473
H21 5.17843 0.59896 2.80660
H22 5.92809 0.63478 1.21816
H23 4.97774 -0.78112 1.71096
O4 2.43601 -1.12454 -3.85544
C21 1.87407 -1.75042 -2.99639
O5 1.68091 -1.18101 -1.77536
C22 1.29971 -3.10549 -3.19615
C23 0.69772 -3.82381 -2.16535
C24 0.16067 -5.07690 -2.41303
C25 0.22136 -5.61470 -3.69329
C26 0.82194 -4.90098 -4.72309
C27 1.36244 -3.64963 -4.47578
H24 0.65138 -3.40910 -1.16504
H25 -0.30027 -5.63900 -1.61120
H26 -0.19669 -6.59363 -3.88690
H27 0.87180 -5.32294 -5.71760
H28 1.83993 -3.08179 -5.26270
C28 -4.37582 -0.29398 1.51015
Ge1 -3.26570 1.33562 1.54252
C29 -2.25024 1.24178 3.22400
C30 -4.51300 2.85534 1.55450
Ge2 -1.60489 1.60568 -0.25538
C31 -2.56459 1.72029 -1.97255
C32 -3.92703 1.43607 -2.06473
C33 -4.60218 1.52959 -3.27825
C34 -3.92073 1.91152 -4.42625
C35 -2.56479 2.20413 -4.35502
C36 -1.89705 2.10638 -3.14003
C37 -0.92885 3.45281 0.10476
C38 0.20829 3.88037 -0.53096
C39 1.17916 4.83401 0.09391
C40 0.58659 5.60650 1.21814
C41 -0.64272 5.31434 1.70318
C42 -1.38327 4.20564 1.21218
H29 -5.29432 -0.07212 2.05616
H30 -3.88399 -1.11513 2.03156
H31 -4.66154 -0.60829 0.50571
H32 -2.92885 1.09822 4.06703
H33 -1.67738 2.15325 3.39855
H34 -1.55932 0.39494 3.20323
H35 -5.53483 2.48359 1.63533
H36 -4.43503 3.45475 0.64763
H37 -4.32451 3.50276 2.41200
H38 -4.48442 1.15262 -1.17722
H39 -5.66436 1.32374 -3.32287
H40 -4.44700 1.99911 -5.36788
H41 -2.03099 2.51888 -5.24305
H42 -0.83791 2.34396 -3.10826
H43 0.47067 3.44607 -1.48623
H44 1.61969 5.50411 -0.64340
H45 1.17916 6.40920 1.63750
H46 -1.05372 5.90292 2.51380
H47 -2.30763 3.94821 1.70812

Properties
- Total charge: +2
- F_max: 1.255 eV Å⁻¹
- Spin multiplicity: 2
- <S²>: 0.795
- Energy relative to the best compared isomer or geometry (same formula, charge and spin): 5.307 eV


No. 6
2 unconnected molecules or ions with the total composition C5H12N2O. Source: the OMol25 dataset; level of theory: the ωB97M-V functional and the def2-TZVPD basis.

Cartesian coordinates (Å):
N1 1.37555 1.91766 -0.90749
C1 1.50425 0.93913 -0.13943
C2 1.47039 -0.51438 -0.33482
N2 1.11290 -1.04822 0.87520
C3 -0.16405 -0.54619 1.42959
C4 -1.20649 -0.12793 0.32391
C5 -1.50121 -1.19422 -0.72703
O1 1.72250 -1.12553 -1.34369
H1 1.22834 1.72689 -1.88365
H2 0.55560 2.55216 -0.44498
H3 1.64037 1.28674 0.86756
H4 -0.92778 2.49845 -0.17711
H5 1.28556 -1.99027 0.87491
H6 0.03655 0.35426 2.01942
H7 -0.59440 -1.32697 2.04632
H8 -2.07139 0.31932 0.70888
H9 -0.71102 0.75874 -0.11725
H10 -2.55973 -1.34335 -0.89308
H11 -1.12276 -0.95223 -1.69340
H12 -1.07316 -2.18404 -0.48386

Properties
- Total charge: 0
- F_max: 2.908 eV Å⁻¹
- Spin multiplicity: 1
- Energy relative to the best compared isomer or geometry (same formula, charge and spin): 5.898 eV